# C45H88F7N10O11

9 unconnected molecules or ions with the total composition C45H88F7N10O11 (ωB97M-V/def2-TZVPD, the Open Molecules 2025 dataset).

Geometry as XYZ:
```
161
Properties=species:S:1:pos:R:3
C -4.383 1.421 -1.457
O -3.825 0.204 -1.908
C -4.695 -0.519 -2.784
C -4.013 -1.773 -3.261
C -2.837 -1.498 -4.205
C -1.511 -1.362 -3.470
C -0.925 -2.700 -2.975
C 0.433 -3.078 -3.606
C 1.603 -3.015 -2.597
C 2.371 -1.702 -2.786
C 3.476 -1.482 -1.730
C 3.108 -0.415 -0.755
C 2.695 -0.507 0.568
C 2.478 -1.690 1.452
F 2.134 -2.765 0.739
F 1.477 -1.389 2.321
C 3.742 -2.038 2.302
F 4.570 -2.788 1.576
F 4.370 -0.883 2.606
C 3.433 -2.773 3.636
F 4.521 -3.411 4.040
F 3.077 -1.896 4.565
F 2.458 -3.651 3.471
N 2.542 0.789 1.029
C 2.848 1.650 0.057
C 2.826 3.120 0.255
C 1.400 3.598 0.518
O 0.978 4.649 0.184
N 3.179 0.949 -1.042
C 3.621 1.552 -2.316
C 2.595 2.406 -3.048
C 1.173 1.882 -3.064
O 2.676 3.727 -2.516
H -3.823 2.261 -1.869
H -4.334 1.461 -0.371
H -5.420 1.515 -1.773
H -4.977 0.118 -3.624
H -5.609 -0.764 -2.238
H -4.773 -2.390 -3.731
H -3.657 -2.302 -2.373
H -2.788 -2.273 -4.969
H -3.037 -0.567 -4.730
H -0.803 -0.830 -4.103
H -1.708 -0.714 -2.618
H -1.647 -3.484 -3.196
H -0.836 -2.665 -1.892
H 0.374 -4.091 -3.990
H 0.644 -2.388 -4.418
H 2.275 -3.858 -2.702
H 1.183 -2.983 -1.594
H 2.755 -1.640 -3.801
H 1.634 -0.912 -2.670
H 3.713 -2.397 -1.205
H 4.401 -1.168 -2.214
H 2.257 1.052 1.959
H 3.287 3.660 -0.558
H 3.387 3.326 1.170
H 0.757 2.897 1.080
H 4.484 2.173 -2.086
H 3.973 0.750 -2.949
H 2.931 2.445 -4.086
H 1.127 1.009 -3.706
H 0.530 2.620 -3.537
H 0.783 1.637 -2.079
H 2.063 4.270 -3.018
C -1.076 2.842 -6.266
O -1.317 2.455 -5.134
N -1.982 2.901 -7.250
C -1.655 3.375 -8.580
C -3.341 2.455 -6.962
H -0.068 3.169 -6.582
H -2.266 4.243 -8.833
H -1.836 2.591 -9.317
H -0.606 3.661 -8.625
H -3.768 3.059 -6.160
H -3.328 1.415 -6.644
H -3.953 2.551 -7.854
C -8.436 -1.314 -4.301
O -7.250 -1.173 -4.531
N -9.186 -0.469 -3.570
C -10.600 -0.695 -3.340
C -8.554 0.708 -2.998
H -9.012 -2.170 -4.693
H -11.187 0.135 -3.737
H -10.801 -0.788 -2.271
H -10.911 -1.612 -3.834
H -8.128 1.329 -3.786
H -7.749 0.413 -2.325
H -9.294 1.281 -2.446
C 5.845 6.267 -1.789
O 7.008 6.147 -2.112
N 5.408 6.973 -0.727
C 4.002 7.045 -0.390
C 6.383 7.673 0.096
H 5.023 5.778 -2.346
H 3.652 8.078 -0.408
H 3.836 6.638 0.611
H 3.419 6.465 -1.104
H 6.932 8.397 -0.504
H 7.101 6.967 0.513
H 5.869 8.187 0.904
C 4.032 -6.608 -2.029
O 3.958 -5.692 -2.828
N 4.654 -6.536 -0.838
C 4.719 -7.666 0.070
C 5.280 -5.283 -0.458
H 3.587 -7.597 -2.226
H 4.241 -7.418 1.020
H 5.757 -7.942 0.259
H 4.205 -8.519 -0.367
H 4.534 -4.487 -0.425
H 6.044 -5.004 -1.185
H 5.736 -5.391 0.523
C 2.536 0.921 9.321
O 2.967 1.167 10.427
N 2.427 -0.317 8.796
C 1.908 -0.540 7.463
C 2.848 -1.454 9.600
H 2.191 1.713 8.632
H 1.017 -1.171 7.513
H 2.662 -1.035 6.849
H 1.643 0.410 7.004
H 2.269 -1.500 10.523
H 3.901 -1.359 9.866
H 2.699 -2.370 9.034
C -0.427 -4.439 9.339
O -0.850 -4.785 10.420
N -1.165 -4.375 8.210
C -0.601 -3.947 6.949
C -2.569 -4.748 8.277
H 0.625 -4.137 9.183
H -1.124 -3.058 6.587
H -0.688 -4.739 6.202
H 0.453 -3.706 7.081
H -3.095 -4.111 8.988
H -2.669 -5.781 8.613
H -3.017 -4.642 7.293
C -3.732 -0.265 -9.091
O -3.945 -0.650 -7.958
N -4.646 -0.227 -10.075
C -4.330 0.244 -11.409
C -5.997 -0.680 -9.779
H -2.736 0.096 -9.410
H -4.951 1.105 -11.666
H -4.504 -0.545 -12.142
H -3.284 0.540 -11.458
H -6.428 -0.081 -8.977
H -5.983 -1.720 -9.454
H -6.611 -0.587 -10.672
C 0.069 4.786 12.850
O 0.467 5.833 12.377
N 0.847 3.719 13.110
C 0.314 2.491 13.662
C 2.269 3.806 12.821
H -0.992 4.620 13.105
H 0.786 2.268 14.621
H 0.497 1.658 12.980
H -0.759 2.590 13.816
H 2.721 4.614 13.397
H 2.425 4.011 11.763
H 2.746 2.864 13.075
```

Summary:
Orbital gap = 7.22 eV
Charge = +1
Total energy = -3841.4967 Ha
Largest force on an atom = 1.70 eV/A